# C6H6ClN3S

2 unconnected molecules or ions with the total composition C6H6ClN3S in a non-equilibrium geometry (ωB97M-V with the def2-TZVPD basis set, the Open Molecules 2025 dataset).

Structure (XYZ):
```
17
Properties=species:S:1:pos:R:3:forces:R:3
C -1.97923 0.80130 0.83880 -1.20 -0.71 -1.53
S -0.26888 0.55485 1.26850 -0.60 0.56 2.05
C 0.46307 0.42440 -0.25710 -0.07 0.48 -1.22
N 1.73760 0.70276 -0.30535 1.56 0.40 -0.40
C 2.27433 0.87393 -1.53855 -2.50 -0.97 1.22
C 1.52223 0.63432 -2.65533 -1.40 -1.51 1.14
C 0.26639 0.00272 -2.45669 0.80 1.61 -0.28
Cl -0.54837 -0.78231 -3.81212 0.31 0.56 0.88
N -0.30661 0.10320 -1.29253 -0.49 -1.59 -0.83
H -2.42346 1.75629 1.19621 0.49 -0.85 0.08
H -2.60399 -0.11355 1.04880 0.59 1.15 0.21
H -1.93660 0.82131 -0.28073 -0.40 0.21 0.96
H 3.28168 1.12006 -1.59869 1.62 0.64 -0.02
H 1.89474 0.73868 -3.59842 1.04 0.22 -2.37
C 1.55326 -1.54862 2.48208 0.60 1.43 0.41
N 1.48640 -2.63948 2.23391 -0.51 -3.30 -0.72
H 1.80395 -0.57501 2.69123 0.16 1.66 0.41
```
Forces are in eV/Å.

Values from the calculation:
DFT total energy ... -34145.712 eV
HOMO ... -8.9 eV
Frontier orbital gap ... 9.1 eV
Charge ... 0
E_LUMO ... 0.2 eV
Relative energy (zero: lowest compared OMol25 entry of this formula, charge and spin) ... 9.5 kJ/mol

Results of the natural (NBO) charge analysis, in e, for atoms 1 through 4:
1 C -0.79
2 S 0.31
3 C 0.23
4 N -0.47